(1)
{
  "formula": "C23H28IIrN3O4S2",
  "method": "ωB97M-V with the def2-TZVPD basis set",
  "charge": 3,
  "largest_force_ev_per_a": 0.44,
  "relative_energy_kcal_mol": 34.3,
  "energy_ha": -2555.8488,
  "elements": ["Ir", "O", "S", "C", "C", "C", "C", "S", "O", "C", "C", "C", "C", "C", "C", "C", "C", "C", "C", "C", "C", "H", "H", "H", "H", "H", "H", "H", "H", "H", "H", "H", "H", "H", "H", "H", "H", "H", "H", "C", "O", "C", "O", "N", "N", "H", "H", "H", "H", "H", "H", "I", "C", "C", "C", "C", "N", "C", "H", "H", "H", "H"],
  "positions_angstrom": [[0.86602, -0.47652, -0.35659], [0.23765, 1.22556, -1.29507], [-0.00169, 2.22921, -2.43588], [-1.77422, 2.63228, -2.20593], [-2.51631, 1.58638, -1.37495], [-2.33698, 1.76451, 0.13257], [-3.04083, 0.67770, 0.94328], [-2.08312, -0.86503, 1.19104], [-1.02515, -0.91207, 0.01425], [-1.35804, -0.62061, 2.76931], [-0.74892, 0.56914, 3.17511], [-0.35117, 0.68900, 4.49191], [-0.56904, -0.35563, 5.39116], [-1.18635, -1.52685, 4.98185], [-1.58742, -1.66875, 3.65998], [0.00089, 1.35882, -3.97045], [-0.70235, 0.16765, -4.16946], [-0.68476, -0.41828, -5.42172], [0.01880, 0.18720, -6.46413], [0.70174, 1.37419, -6.25925], [0.70330, 1.96860, -5.00147], [-2.18078, 2.72589, -3.21225], [-1.78678, 3.61814, -1.73945], [-2.18780, 0.58938, -1.66427], [-3.57748, 1.64563, -1.62568], [-2.75042, 2.72795, 0.43900], [-1.27736, 1.78842, 0.38662], [-3.96492, 0.34713, 0.46712], [-3.27749, 1.00208, 1.95579], [-0.62691, 1.39935, 2.49045], [0.10577, 1.60745, 4.83627], [-0.26828, -0.24107, 6.42426], [-1.36718, -2.32617, 5.68725], [-2.08108, -2.57480, 3.33113], [-1.29883, -0.25855, -3.37119], [-1.24085, -1.32798, -5.60691], [0.02300, -0.27240, -7.44337], [1.23879, 1.84131, -7.07324], [1.24794, 2.88919, -4.83138], [2.35223, -4.62708, 1.40622], [1.72712, -4.40271, 0.09377], [1.35959, -3.22541, -0.23974], [1.46513, -2.20859, 0.50870], [0.83285, -3.12235, -1.47307], [0.39284, -1.85260, -1.90602], [2.41624, -5.70476, 1.48919], [1.71806, -4.20792, 2.18144], [3.33988, -4.17551, 1.40043], [0.73923, -3.92981, -2.07633], [-0.61458, -1.88634, -2.06583], [0.85351, -1.60930, -2.78527], [3.49537, -0.28655, 4.90134], [2.76719, 0.75343, 3.26566], [2.85824, 2.13857, 3.17625], [2.33557, 2.77379, 2.05897], [1.73916, 2.02657, 1.06716], [1.65162, 0.68351, 1.14985], [2.15586, 0.06282, 2.23672], [3.32811, 2.71265, 3.96467], [2.39793, 3.84758, 1.94996], [1.33662, 2.48339, 0.17797], [2.06083, -1.01082, 2.27223]],
  "atomic_forces_ev_per_a": [[-0.1, 0.0, -0.2], [0.2, 0.1, 0.4], [-0.1, 0.0, -0.3], [0.0, -0.1, 0.0], [0.0, 0.0, 0.0], [0.0, 0.0, 0.0], [0.2, 0.0, 0.0], [-0.2, 0.3, 0.2], [0.1, -0.3, -0.1], [0.1, -0.1, -0.1], [-0.2, 0.1, 0.1], [0.0, 0.0, 0.0], [0.0, 0.0, 0.0], [0.0, 0.0, 0.0], [0.2, 0.0, 0.0], [0.0, 0.0, 0.1], [0.0, 0.1, 0.0], [0.0, 0.0, 0.0], [0.0, 0.0, 0.0], [0.0, 0.0, 0.0], [0.1, -0.1, 0.0], [0.0, 0.0, 0.0], [0.0, 0.0, 0.0], [-0.1, 0.0, 0.0], [0.0, 0.1, 0.0], [-0.1, 0.0, 0.0], [0.0, 0.1, 0.0], [0.0, 0.0, 0.0], [0.0, 0.0, 0.0], [0.0, 0.0, 0.0], [0.0, 0.0, 0.0], [0.0, 0.0, 0.0], [0.0, 0.0, 0.0], [0.0, 0.0, 0.0], [0.0, 0.0, 0.0], [0.0, 0.0, 0.0], [0.0, 0.0, 0.0], [0.0, 0.0, 0.0], [0.0, 0.0, 0.0], [0.0, 0.0, 0.0], [0.0, 0.0, 0.0], [-0.1, 0.1, 0.0], [0.1, -0.1, 0.0], [0.0, 0.0, 0.0], [0.2, 0.0, 0.0], [0.0, 0.0, 0.0], [0.0, 0.0, 0.0], [0.0, 0.0, 0.0], [0.0, 0.0, 0.0], [0.0, 0.0, 0.1], [-0.1, 0.0, 0.0], [0.0, 0.0, 0.0], [0.0, 0.0, 0.0], [0.0, 0.0, 0.0], [0.0, 0.0, 0.0], [0.1, 0.0, -0.1], [-0.2, 0.0, 0.1], [0.1, 0.0, 0.0], [0.0, 0.0, 0.0], [0.0, 0.0, 0.0], [0.0, 0.0, 0.0], [0.0, 0.0, 0.0]],
  "lowdin_charge": [1.50, -0.73, 1.12, -0.25, -0.22, -0.22, -0.26, 1.18, -0.64, -0.42, -0.09, -0.05, -0.02, -0.02, -0.06, -0.41, -0.10, -0.04, -0.02, -0.02, -0.06, 0.11, 0.11, 0.08, 0.14, 0.14, 0.08, 0.11, 0.11, 0.11, 0.13, 0.13, 0.13, 0.12, 0.09, 0.12, 0.13, 0.13, 0.12, 0.07, 0.07, -0.51, -0.09, 0.10, -0.03, 0.12, 0.10, 0.11, 0.20, 0.12, 0.14, 1.05, -0.71, -0.06, 0.00, -0.10, -0.11, -0.20, 0.13, 0.14, 0.10, 0.09]
}

(2)
{
  "formula": "C23H28IN5O2Ti",
  "method": "ωB97M-V with the def2-TZVPD basis set",
  "charge": 2,
  "largest_force_ev_per_a": 1.30,
  "relative_energy_kcal_mol": 0.0,
  "energy_ha": -2464.2728,
  "elements": ["Ti", "C", "C", "C", "C", "C", "C", "C", "N", "N", "C", "C", "C", "C", "C", "C", "N", "C", "C", "C", "C", "C", "C", "N", "H", "H", "H", "H", "H", "H", "H", "H", "H", "H", "H", "H", "H", "H", "H", "H", "H", "H", "H", "H", "N", "C", "C", "C", "O", "O", "H", "H", "H", "H", "H", "H", "I", "C", "H", "H"],
  "positions_angstrom": [[0.20554, -0.14237, 0.55002], [-0.56459, 0.83351, -2.24320], [-1.98167, 1.07463, -1.71721], [-2.55734, 0.02811, -0.78942], [-3.81014, -0.49604, -1.05909], [-4.38412, -1.41708, -0.19894], [-3.69093, -1.78900, 0.94184], [-2.45376, -1.23416, 1.16253], [-1.88180, -0.35090, 0.31829], [0.48935, 1.19715, -1.26039], [1.84133, 0.84082, -1.73504], [2.75807, 0.80862, -0.54025], [4.12890, 0.87634, -0.66620], [4.90727, 0.82573, 0.47757], [4.28616, 0.74240, 1.71859], [2.91475, 0.66923, 1.76756], [2.15371, 0.68210, 0.65590], [0.45612, 2.63758, -0.91418], [-0.23130, 2.90721, 0.39441], [-0.63950, 4.18866, 0.71511], [-1.22675, 4.42524, 1.94618], [-1.40381, 3.35690, 2.81327], [-0.98781, 2.10618, 2.41610], [-0.39148, 1.86992, 1.23084], [-0.42047, 1.41795, -3.15457], [-0.44039, -0.21692, -2.49416], [-2.63962, 1.14198, -2.58011], [-2.04602, 2.04652, -1.22200], [-4.33578, -0.17402, -1.94740], [-5.36045, -1.83161, -0.41402], [-4.09998, -2.49057, 1.65451], [-1.90634, -1.48920, 2.06023], [2.20532, 1.55105, -2.48039], [1.81279, -0.13993, -2.20801], [4.57878, 0.97213, -1.64578], [5.98674, 0.86435, 0.40626], [4.85785, 0.72447, 2.63594], [2.39360, 0.59991, 2.71387], [-0.02030, 3.20884, -1.71213], [1.47864, 3.00705, -0.83723], [-0.49528, 4.98963, 0.00054], [-1.55018, 5.42183, 2.21895], [-1.86395, 3.48426, 3.78281], [-1.13284, 1.25460, 3.06461], [-1.40409, -3.46634, -1.60374], [-0.33212, -4.25880, -0.98889], [1.05995, -3.71662, -1.32051], [1.42703, -2.40446, -0.69107], [2.52537, -2.14476, -0.28755], [0.42636, -1.46624, -0.61341], [-2.29947, -3.87462, -1.36115], [-1.33927, -3.54072, -2.61334], [-0.34776, -5.30432, -1.30311], [-0.47756, -4.25494, 0.09355], [1.14889, -3.59685, -2.40612], [1.82763, -4.42194, -1.01340], [0.17460, -0.96840, 4.12081], [0.70406, -1.46989, 2.10592], [0.19933, -2.41823, 1.91506], [1.76873, -1.67594, 2.14071]],
  "atomic_forces_ev_per_a": [[-0.8, 0.4, 1.0], [-0.1, 0.1, 0.1], [0.1, -0.1, 0.1], [0.1, 0.0, 0.0], [-0.1, 0.0, 0.0], [0.0, 0.0, 0.0], [-0.1, 0.0, 0.0], [0.1, 0.1, 0.0], [-0.4, -0.1, -0.2], [0.0, -0.1, 0.1], [0.0, 0.0, 0.0], [-0.1, 0.0, -0.1], [0.1, 0.1, 0.0], [0.0, 0.0, 0.0], [0.1, 0.0, 0.0], [-0.1, 0.1, 0.0], [0.6, -0.1, -0.1], [0.0, -0.1, 0.1], [0.1, -0.1, 0.0], [0.0, 0.1, 0.0], [0.0, 0.0, 0.0], [0.0, 0.1, 0.0], [0.0, -0.1, -0.1], [-0.2, 0.4, 0.1], [0.0, 0.1, 0.0], [0.0, -0.1, 0.0], [0.0, 0.0, 0.0], [0.0, 0.1, 0.0], [0.0, 0.0, 0.0], [0.0, 0.0, 0.0], [0.0, 0.0, 0.0], [0.1, 0.0, 0.0], [0.0, 0.0, 0.0], [0.0, 0.0, 0.0], [0.0, 0.0, 0.0], [0.0, 0.0, 0.0], [0.0, 0.0, 0.0], [0.0, 0.0, 0.0], [0.0, 0.0, -0.1], [0.1, 0.0, 0.0], [0.0, 0.0, 0.0], [0.0, 0.0, 0.0], [0.0, 0.0, 0.0], [0.0, 0.0, 0.0], [0.1, 0.0, 0.0], [0.0, 0.1, 0.0], [-0.4, 0.1, 0.0], [0.2, -0.4, -0.2], [0.0, 0.1, 0.0], [0.6, -0.5, -0.5], [0.0, 0.0, 0.0], [0.0, 0.0, 0.0], [0.0, -0.1, 0.0], [0.0, 0.0, 0.0], [0.0, 0.0, 0.0], [0.0, 0.0, 0.0], [0.0, 0.0, -0.1], [0.2, 0.2, 0.3], [-0.1, 0.0, -0.1], [0.1, -0.1, -0.1]],
  "lowdin_charge": [1.09, -0.13, -0.07, -0.22, 0.02, 0.00, -0.01, -0.10, 0.01, -0.22, -0.09, -0.25, 0.03, 0.02, 0.00, -0.09, 0.00, -0.08, -0.25, 0.02, 0.00, -0.01, -0.11, 0.02, 0.14, 0.13, 0.13, 0.13, 0.13, 0.13, 0.13, 0.06, 0.15, 0.14, 0.14, 0.13, 0.13, 0.08, 0.15, 0.15, 0.14, 0.13, 0.13, 0.02, 0.01, -0.25, -0.07, -0.51, 0.14, -0.19, 0.07, 0.08, 0.12, 0.11, 0.14, 0.14, 0.93, -0.74, -0.01, -0.02]
}

(3)
{
  "formula": "C23H28IN6OS5Ti",
  "method": "ωB97M-V with the def2-TZVPD basis set",
  "charge": 3,
  "multiplicity": 3,
  "largest_force_ev_per_a": 3.43,
  "relative_energy_kcal_mol": 17.9,
  "energy_ha": -4434.1801,
  "elements": ["Ti", "C", "C", "S", "C", "C", "S", "C", "C", "S", "C", "C", "S", "H", "H", "H", "H", "H", "H", "H", "H", "H", "H", "H", "H", "H", "H", "H", "H", "N", "C", "C", "C", "C", "C", "C", "S", "N", "C", "C", "C", "C", "C", "C", "N", "H", "H", "H", "H", "H", "H", "H", "H", "H", "I", "C", "C", "N", "N", "C", "H", "H", "H", "O", "N"],
  "positions_angstrom": [[0.11449, -0.15435, -0.46028], [-1.05712, 3.22012, -0.85159], [-0.72731, 3.37470, 0.62316], [0.64639, 2.29603, 1.14856], [0.92420, 2.89298, 2.85678], [-0.15715, 2.51622, 3.85619], [-0.28865, 0.70826, 4.08158], [-2.09774, 0.47709, 4.18323], [-2.62956, -0.33543, 3.00641], [-2.00491, 0.31209, 1.40776], [-3.46175, 1.16316, 0.70318], [-3.29606, 1.41345, -0.79278], [-1.58867, 1.56114, -1.42039], [-0.19989, 3.46950, -1.47592], [-1.87185, 3.89194, -1.12237], [-1.59102, 3.16187, 1.25056], [-0.40776, 4.40300, 0.79607], [1.03279, 3.97593, 2.79933], [1.88575, 2.46631, 3.14295], [-1.13004, 2.90437, 3.55746], [0.09674, 2.94649, 4.82481], [-2.57153, 1.45538, 4.23606], [-2.30359, -0.05012, 5.11371], [-3.71886, -0.32316, 2.97255], [-2.30123, -1.37181, 3.07015], [-3.59056, 2.09637, 1.24681], [-4.33575, 0.53650, 0.87638], [-3.80561, 2.32807, -1.09566], [-3.70657, 0.59156, -1.37217], [-1.33334, -3.21652, -2.91588], [-2.74144, -3.22428, -3.06415], [-3.31544, -3.81635, -4.17665], [-4.69540, -3.79871, -4.32281], [-5.48806, -3.17120, -3.37608], [-4.90783, -2.55106, -2.27278], [-3.53669, -2.59906, -2.11808], [-2.78063, -1.93003, -0.65519], [-1.14463, -1.65617, -1.16583], [-0.63961, -2.41474, -2.12627], [0.82775, -2.36020, -2.29778], [1.54286, -3.19287, -3.14174], [2.92509, -3.07449, -3.19936], [3.54800, -2.12259, -2.40982], [2.76726, -1.32513, -1.59446], [1.43490, -1.44119, -1.52421], [-0.83482, -3.75230, -3.60891], [-2.68831, -4.28900, -4.92469], [-5.14653, -4.27596, -5.18138], [-6.56376, -3.16380, -3.48486], [-5.52691, -2.06204, -1.53072], [1.05814, -3.94611, -3.74586], [3.49932, -3.71855, -3.85234], [4.62096, -1.99257, -2.42779], [3.22755, -0.56715, -0.97615], [4.45153, -2.03794, 3.36764], [2.59853, -1.77888, 2.46612], [1.49320, -2.61415, 2.54290], [0.53092, -2.07942, 1.78038], [0.93440, -0.91914, 1.22474], [2.20185, -0.74043, 1.62842], [1.35552, -3.52551, 3.10354], [-0.41604, -2.40986, 1.67836], [2.76122, 0.14050, 1.35170], [1.50431, 1.50325, -2.23890], [1.20430, 1.08531, -1.19695]],
  "atomic_forces_ev_per_a": [[-2.5, -0.8, 2.2], [0.1, -0.1, 0.1], [0.2, -0.3, 0.1], [0.2, 0.8, -0.1], [-0.3, -0.4, 0.0], [0.0, -0.2, 0.0], [-0.1, 0.1, 0.1], [0.4, 0.0, -0.1], [0.2, 0.1, -0.1], [-0.2, 0.3, 0.1], [0.2, -0.3, 0.1], [0.2, -0.1, 0.1], [0.0, 0.1, 0.1], [0.0, 0.0, 0.0], [0.0, 0.0, -0.1], [0.0, 0.0, 0.0], [-0.1, 0.0, 0.0], [0.1, 0.0, -0.1], [0.0, 0.1, 0.0], [0.0, 0.0, 0.0], [0.0, 0.1, 0.0], [0.0, 0.0, 0.0], [-0.1, 0.0, 0.0], [0.0, -0.1, -0.1], [-0.1, 0.0, 0.0], [0.0, 0.0, 0.0], [-0.1, 0.0, -0.1], [0.0, 0.0, 0.0], [0.0, 0.0, 0.0], [0.2, 0.1, 0.2], [-0.6, 0.0, -0.1], [0.2, 0.0, 0.0], [0.0, 0.0, 0.0], [0.0, 0.0, 0.1], [0.0, 0.0, 0.0], [0.5, 0.1, 0.1], [-0.3, -0.3, 0.1], [0.2, 0.2, -0.5], [-0.2, -0.3, -0.1], [0.4, -0.3, -0.2], [-0.1, 0.1, 0.1], [0.0, 0.0, 0.0], [0.0, -0.1, -0.1], [0.1, 0.0, 0.1], [-0.1, -0.3, -0.5], [0.1, 0.0, 0.0], [0.0, 0.0, 0.0], [0.0, 0.0, 0.0], [0.0, 0.0, 0.0], [0.0, 0.0, 0.0], [0.0, 0.0, 0.0], [0.0, 0.0, 0.0], [0.0, 0.0, 0.0], [0.0, 0.0, 0.0], [-0.4, 0.1, -0.1], [0.4, 0.0, 0.0], [0.1, 0.1, 0.0], [0.1, -0.2, 0.2], [0.2, -0.3, 0.1], [0.0, -0.1, 0.5], [-0.1, 0.0, 0.0], [-0.1, 0.0, -0.1], [0.0, 0.0, -0.1], [0.5, 0.3, 0.2], [1.2, 1.4, -2.0]],
  "lowdin_charge": [0.74, -0.43, -0.46, 0.86, -0.45, -0.49, 0.87, -0.49, -0.44, 0.76, -0.45, -0.45, 0.91, 0.08, 0.11, 0.06, 0.11, 0.10, 0.08, 0.07, 0.09, 0.09, 0.09, 0.10, 0.07, 0.09, 0.09, 0.11, 0.05, 0.18, -0.22, 0.02, -0.02, -0.02, -0.06, -0.43, 1.01, -0.36, -0.30, -0.16, 0.05, 0.04, 0.03, -0.07, 0.00, 0.15, 0.13, 0.13, 0.13, 0.12, 0.13, 0.14, 0.14, 0.12, 1.00, -0.72, -0.06, 0.05, -0.16, -0.20, 0.15, 0.15, 0.12, 0.14, -0.24]
}